Density functional theory data (ωB97M-V/def2-TZVPD) for the ion C3NO3 with charge -1 at a distorted geometry.

```
7
Properties=species:S:1:pos:R:3:forces:R:3
C -0.574613 -0.265708 0.014334 0.14 -3.01 -1.35
C -1.818870 0.278461 -0.248687 1.76 3.32 0.34
C 1.905897 0.237608 0.011713 0.43 0.42 -0.19
N 0.775935 0.441229 -0.268646 -2.61 -0.11 -0.22
O -0.497416 -1.523412 0.029460 1.16 0.32 0.98
O -2.857868 0.621305 0.265127 -1.68 -0.57 0.08
O 3.066935 0.210517 0.196698 0.80 -0.37 0.36
```
Positions in Å, forces in eV/Å.

Values from the calculation:
Gap between HOMO and LUMO (spin up / spin down): 4.85 / 9.15 eV
Total charge: -1
HOMO level (spin up / spin down): -1.04 / -5.37 eV
⟨S²⟩: 2.012
Spin multiplicity: 3
Largest force on an atom: 0.073 hartree/bohr

Density functional theory data (ωB97M-V/def2-TZVPD) for a structure of composition C3O3Tl at a distorted geometry.

```
7
Properties=species:S:1:pos:R:3:forces:R:3
C -1.047629 0.505169 1.064025 0.29 0.46 -0.22
C -1.086605 -0.631714 1.802712 -1.70 -1.70 0.68
O -1.497046 -1.594883 2.403807 1.43 1.91 -1.05
O 1.158235 0.482305 -2.605033 -0.02 -0.60 -1.12
O 0.274221 -0.207473 1.187125 0.35 -0.72 0.38
C 1.142768 -0.073043 -3.589614 0.00 0.07 0.14
Tl 1.056055 1.519638 -0.263021 -0.36 0.57 1.19
```
Positions in Å, forces in eV/Å.

Values from the calculation:
Gap between HOMO and LUMO (spin up / spin down): 7.13 / 8.53 eV
Total charge: 0
HOMO level (spin up / spin down): -7.51 / -8.88 eV
⟨S²⟩: 0.755
Spin multiplicity: 2
Largest force on an atom: 0.051 hartree/bohr

> Among the records above, which one has the lowest total charge?

C3NO3